No. 1
The following is a quantum chemistry calculation of a molecular structure, C14H21Br2N4O8P2Re in a non-equilibrium geometry, from the OMol25 dataset.

## Properties
Spin multiplicity: 2
Total charge: +1
Relative energy (zero: lowest compared OMol25 entry of this formula, charge and spin): 87.3 kJ/mol
Molar mass: 781.305 g mol⁻¹
Frontier orbital gap (spin up / spin down): 5.9 / 6.6 eV
E_LUMO (spin up / spin down): -0.1947 / -0.1678 Eh

Positions of all 52 atoms, in Å:
Re1 0.802 0.550 0.011
N1 -0.918 1.444 0.920
C1 -0.757 1.523 2.381
C2 0.651 2.021 2.673
N2 1.658 1.250 1.889
C3 2.276 0.096 2.597
C4 1.397 -1.139 2.452
N3 1.133 -1.341 1.009
H1 -1.781 0.949 0.658
H2 -0.956 2.393 0.528
H3 -1.498 2.194 2.829
H4 -0.928 0.523 2.777
H5 0.778 3.068 2.361
H6 0.886 1.942 3.738
H7 2.397 1.908 1.678
H8 3.253 -0.066 2.133
H9 2.435 0.352 3.653
H10 1.887 -2.015 2.897
H11 0.436 -1.001 2.954
H12 1.989 -1.686 0.556
H13 0.398 -2.041 0.854
O1 4.994 0.561 -1.163
P1 3.527 1.091 -1.376
O2 3.193 1.506 -2.745
O3 2.679 0.014 -0.639
O4 3.418 2.342 -0.368
P2 2.167 3.387 -0.434
O5 2.400 4.230 -1.736
O6 2.140 4.150 0.813
O7 0.948 2.463 -0.692
H14 5.586 0.909 -1.802
H15 2.527 3.656 -2.481
C5 -2.855 -1.850 1.915
C6 -2.866 -1.954 0.426
C7 -3.869 -2.691 -0.231
C8 -3.868 -2.751 -1.598
C9 -2.862 -2.080 -2.318
C10 -2.763 -2.088 -3.746
Br1 -4.024 -3.014 -4.776
C11 -1.749 -1.428 -4.388
C12 -0.782 -0.727 -3.641
Br2 0.593 0.146 -4.531
C13 -0.851 -0.687 -2.258
O8 0.083 -0.033 -1.649
C14 -1.902 -1.369 -1.570
N4 -1.917 -1.315 -0.220
H16 -3.506 -2.587 2.376
H17 -3.203 -0.869 2.229
H18 -1.852 -1.989 2.300
H19 -4.623 -3.199 0.342
H20 -4.622 -3.308 -2.127
H21 -1.680 -1.439 -5.461

No. 2
The following is a quantum chemistry calculation of a molecular structure, C14H21BrN3O3PtS, from the OMol25 dataset.

## Properties
Spin multiplicity: 5
Total charge: +1
Relative energy (zero: lowest compared OMol25 entry of this formula, charge and spin): 26.9 kJ/mol
Molar mass: 586.389 g mol⁻¹
Frontier orbital gap (spin up / spin down): 6.9 / 6.9 eV
E_LUMO (spin up / spin down): -0.1187 / -0.2028 Eh

Positions of all 44 atoms, in Å:
Pt1 0.242 1.111 0.459
Br1 3.377 1.926 -0.649
C1 3.255 0.205 0.128
C2 4.360 -0.602 0.290
C3 4.165 -1.868 0.835
C4 2.887 -2.278 1.175
C5 1.837 -1.403 0.979
N1 2.028 -0.181 0.473
C6 0.384 -1.775 1.273
O1 0.148 -2.852 1.769
O2 -0.482 -0.890 0.901
H1 5.338 -0.249 0.000
H2 5.012 -2.525 0.980
H3 2.673 -3.254 1.589
C7 1.260 4.649 1.355
O3 0.014 3.954 1.204
C8 -0.117 2.749 1.759
C9 -1.111 2.534 2.848
H4 1.203 5.526 0.717
H5 2.096 4.022 1.050
H6 1.393 4.954 2.393
H7 -1.043 3.351 3.571
H8 -0.939 1.588 3.360
H9 -2.136 2.525 2.455
C10 -3.784 0.142 0.003
C11 -3.547 0.288 -1.495
N2 -2.405 -0.513 -1.953
C12 -1.150 -0.110 -2.020
S1 -0.700 1.550 -1.710
N3 -0.192 -0.948 -2.399
C13 -0.369 -2.367 -2.700
C14 -0.429 -3.238 -1.447
H10 -4.663 0.712 0.299
H11 -2.923 0.503 0.563
H12 -3.943 -0.903 0.271
H13 -3.366 1.326 -1.758
H14 -4.416 -0.054 -2.055
H15 -2.582 -1.504 -2.039
H16 0.734 -0.559 -2.454
H17 0.475 -2.664 -3.319
H18 -1.270 -2.489 -3.305
H19 0.511 -3.184 -0.897
H20 -0.598 -4.277 -1.725
H21 -1.229 -2.929 -0.772

No. 3
The following is a quantum chemistry calculation of a molecular structure, C14H21Cl2NO4Zr in a non-equilibrium geometry, from the OMol25 dataset.

## Properties
Spin multiplicity: 1
Total charge: -2
Relative energy (zero: lowest compared OMol25 entry of this formula, charge and spin): 0.0 kJ/mol
Molar mass: 429.455 g mol⁻¹
Frontier orbital gap: 3.7 eV
E_LUMO: 0.1732 Eh

Positions of all 43 atoms, in Å:
C1 1.680 2.099 -0.699
C2 0.955 1.512 -1.774
C3 1.423 0.179 -1.943
C4 -0.133 2.149 -2.527
C5 2.448 -0.051 -0.985
C6 2.580 1.124 -0.192
C7 3.433 1.272 0.996
C8 1.501 3.462 -0.177
C9 0.901 -0.792 -2.916
C10 3.162 -1.320 -0.781
Zr1 -1.189 0.392 1.858
Cl1 -2.356 0.491 -0.416
Cl2 -1.242 2.829 1.602
O1 0.359 -0.498 1.002
H1 -0.064 3.240 -2.440
H2 -1.101 1.848 -2.088
H3 -0.142 1.828 -3.575
H4 -0.195 -0.834 -2.880
H5 1.296 -1.789 -2.709
H6 1.181 -0.527 -3.944
H7 2.597 -2.154 -1.209
H8 3.299 -1.500 0.291
H9 4.153 -1.314 -1.256
H10 3.543 0.301 1.489
H11 2.962 1.965 1.700
H12 4.433 1.655 0.750
H13 0.469 3.797 -0.311
H14 2.171 4.183 -0.667
H15 1.705 3.494 0.898
H16 0.169 -1.347 0.560
O2 -0.316 0.618 3.643
H17 -0.003 1.202 4.350
O3 -1.806 -3.314 -0.410
C11 -2.513 -2.841 0.459
C12 -4.004 -3.173 0.701
C13 -4.361 -2.441 1.986
C14 -3.218 -1.450 2.105
O4 -3.229 -0.327 2.694
N1 -2.153 -1.853 1.388
H18 -4.584 -2.777 -0.147
H19 -4.177 -4.252 0.767
H20 -5.327 -1.931 1.989
H21 -4.309 -3.157 2.817

No. 4
The following is a quantum chemistry calculation of a molecular structure, C14H21CrF6N3O6S2Si, from the OMol25 dataset.

## Properties
Spin multiplicity: 5
Relative energy (zero: lowest compared OMol25 entry of this formula, charge and spin): 0.0 kJ/mol
Molar mass: 585.541 g mol⁻¹
Frontier orbital gap (spin up / spin down): 8.4 / 9.1 eV
E_LUMO (spin up / spin down): 0.0014 / 0.0009 Eh

Positions of all 54 atoms, in Å:
Cr1 -1.359 -0.427 -0.641
F1 -0.647 1.949 4.044
C1 -1.521 2.491 3.194
F2 -2.130 3.502 3.827
F3 -0.816 3.022 2.175
S1 0.575 1.206 0.363
O1 -0.085 0.306 1.322
O2 1.313 0.141 -0.630
N1 -0.716 1.556 -0.711
S2 -0.310 1.592 -2.269
O3 -0.467 0.264 -2.875
O4 0.867 2.351 -2.560
C2 -1.718 2.537 -3.003
F4 -2.846 1.839 -2.947
F5 -1.885 3.696 -2.380
F6 -1.410 2.764 -4.278
C3 -3.104 -4.212 -1.624
C4 -2.456 -2.872 -1.770
N2 -2.567 -2.237 -2.932
O5 -1.817 -2.397 -0.813
H1 -3.790 -4.435 -2.438
H2 -3.638 -4.233 -0.677
H3 -2.326 -4.975 -1.588
H4 -3.148 -2.600 -3.667
H5 -2.164 -1.314 -3.051
C5 3.747 -0.506 -1.850
Si1 2.709 -0.833 -0.363
C6 2.010 -2.547 -0.293
C7 3.474 -0.286 1.231
C8 2.953 -0.718 2.455
C9 3.459 -0.240 3.653
C10 4.500 0.679 3.647
C11 5.036 1.115 2.444
C12 4.525 0.635 1.247
H6 4.707 -1.024 -1.819
H7 3.933 0.565 -1.954
H8 3.206 -0.829 -2.742
H9 2.768 -3.315 -0.133
H10 1.495 -2.759 -1.234
H11 1.274 -2.621 0.512
H12 2.130 -1.423 2.477
H13 3.035 -0.576 4.590
H14 4.891 1.059 4.582
H15 5.848 1.831 2.439
H16 4.953 0.983 0.314
C13 -4.184 2.046 0.260
C14 -3.565 0.689 0.446
N3 -3.353 0.270 1.641
O6 -3.251 0.045 -0.670
H17 -4.663 2.378 1.177
H18 -4.903 2.020 -0.558
H19 -3.397 2.754 -0.012
H20 -2.238 1.754 2.824
H21 -2.930 -0.660 1.618

No. 5
The following is a quantum chemistry calculation of a molecular structure, C14H21F12MgN7P2 in a non-equilibrium geometry, from the OMol25 dataset.

## Properties
Spin multiplicity: 1
Relative energy (zero: lowest compared OMol25 entry of this formula, charge and spin): 958.7 kJ/mol
Molar mass: 601.600 g mol⁻¹
Frontier orbital gap: 4.6 eV
E_LUMO: -0.2272 Eh

Positions of all 57 atoms, in Å:
Mg1 1.574 3.167 -0.042
P1 -0.070 -1.096 -0.718
F1 -0.022 -1.246 0.882
F2 0.304 0.503 -0.479
F3 1.470 -1.546 -0.952
F4 -0.035 -0.898 -2.304
F5 -0.352 -2.678 -0.796
F6 -1.661 -0.733 -0.748
P2 -1.368 5.565 2.533
F7 -1.515 4.772 3.963
F8 -2.853 4.883 2.153
F9 -1.993 6.835 3.342
F10 -1.330 6.374 1.147
F11 0.050 5.969 3.115
F12 -0.577 4.261 1.903
C1 -1.798 -4.318 -4.471
C2 -2.840 -5.047 -5.151
N1 -3.648 -5.638 -5.748
H1 -1.013 -4.997 -4.139
H2 -2.217 -3.766 -3.629
H3 -1.321 -3.670 -5.206
C3 5.138 0.494 4.333
C4 4.261 1.078 3.342
N2 3.484 1.587 2.600
H4 5.813 1.289 4.648
H5 5.642 -0.321 3.813
H6 4.642 0.196 5.257
C5 -3.130 -0.390 4.949
C6 -2.160 0.388 5.685
N3 -1.331 0.965 6.286
H7 -3.841 -0.747 5.694
H8 -2.713 -1.148 4.286
H9 -3.597 0.384 4.339
C7 -5.858 -3.414 0.632
C8 -6.900 -2.550 1.089
N4 -7.685 -1.834 1.559
H10 -5.634 -4.214 1.338
H11 -4.982 -2.799 0.425
H12 -6.114 -3.777 -0.363
C9 5.028 0.308 -4.300
C10 4.387 1.189 -3.280
N5 3.949 1.892 -2.460
H13 4.963 -0.655 -3.795
H14 6.084 0.569 -4.376
H15 4.568 0.392 -5.285
C11 5.081 -4.160 0.092
C12 5.632 -2.808 0.037
N6 6.060 -1.711 -0.017
H16 5.784 -4.839 -0.391
H17 4.114 -4.184 -0.411
H18 4.939 -4.498 1.119
C13 -2.844 4.519 -3.801
C14 -1.513 4.307 -3.143
N7 -0.513 4.110 -2.676
H19 -2.887 4.319 -4.871
H20 -3.102 5.565 -3.634
H21 -3.546 3.801 -3.378

No. 6
The following is a quantum chemistry calculation of a gas-phase ion, C14H21F2INO3S2 (charge +1) in a non-equilibrium geometry, from the OMol25 dataset.

## Properties
Spin multiplicity: 1
Total charge: +1
SMILES: CCCCOc1c(S)c(I)c(S(=O)(=O)F)c([C@H](C)CCC)[n+]1F
Molar mass: 480.360 g mol⁻¹
Frontier orbital gap: 7.3 eV
E_LUMO: -0.2069 Eh

Positions of all 44 atoms, in Å:
C1 0.103 4.531 0.703
C2 -0.202 3.135 -0.100
C3 -1.016 3.329 -1.525
C4 -2.458 2.482 -1.524
O1 -2.291 1.150 -2.173
C5 -2.097 0.156 -1.083
C6 -3.449 -0.398 -0.341
S1 -5.209 0.187 -0.778
C7 -3.199 -1.536 0.858
I1 -4.984 -2.339 1.819
C8 -1.697 -2.040 1.306
S2 -1.255 -3.247 2.640
O2 -0.226 -2.520 3.592
O3 -2.375 -3.768 3.547
F1 -0.389 -4.555 1.887
C9 -0.444 -1.363 0.427
C10 1.151 -1.752 0.658
C11 2.033 -0.461 1.253
C12 1.853 -2.402 -0.713
C13 3.039 -1.476 -1.353
C14 4.539 -1.735 -0.661
N1 -0.698 -0.313 -0.675
F2 0.329 0.286 -1.380
H1 0.717 4.231 1.676
H2 0.827 5.190 0.048
H3 -0.914 5.051 0.963
H4 -0.717 2.306 0.577
H5 0.859 2.676 -0.396
H6 -1.216 4.474 -1.766
H7 -0.389 2.839 -2.411
H8 -2.895 2.412 -0.435
H9 -3.226 3.113 -2.158
H10 -6.028 -0.949 -0.901
H11 1.303 -2.603 1.482
H12 1.515 -0.163 2.287
H13 2.098 0.433 0.500
H14 3.099 -0.890 1.572
H15 2.251 -3.491 -0.527
H16 0.982 -2.455 -1.520
H17 2.810 -0.331 -1.418
H18 3.175 -1.841 -2.481
H19 5.094 -0.689 -0.517
H20 5.228 -2.421 -1.338
H21 4.371 -2.247 0.378

No. 7
The following is a quantum chemistry calculation of a molecular structure, C14H21MoN5O5, from the OMol25 dataset.

## Properties
Spin multiplicity: 1
Total charge: +2
Molar mass: 435.292 g mol⁻¹
Frontier orbital gap (spin up / spin down): 5.8 / 5.8 eV
E_LUMO (spin up / spin down): -0.3189 / -0.3191 Eh

Positions of all 46 atoms, in Å:
Mo1 -0.488 0.571 0.336
O1 -3.574 3.109 -0.833
C1 -2.651 2.474 -0.211
O2 -2.083 1.452 -0.676
C2 -2.255 2.941 1.124
C3 -2.768 3.972 1.894
C4 -2.243 4.132 3.177
C5 -1.262 3.269 3.656
C6 -0.817 2.262 2.810
N1 -1.303 2.133 1.589
C7 0.204 1.196 3.097
O3 0.890 1.081 4.043
O4 0.227 0.297 2.025
H1 -3.799 2.714 -1.697
H2 -3.547 4.620 1.518
H3 -2.614 4.928 3.809
H4 -0.853 3.363 4.653
O5 3.043 0.184 1.316
H5 3.881 0.626 1.132
H6 3.118 -0.089 2.238
C8 -0.713 -1.554 -1.831
N2 -0.320 -2.775 -2.465
C9 -0.225 -3.839 -1.459
N3 0.778 -3.502 -0.445
C10 0.406 -2.297 0.222
N4 0.292 -1.121 -0.766
C11 1.648 -1.016 -1.451
N5 2.006 -2.248 -2.093
C12 0.996 -2.594 -3.094
C13 2.080 -3.318 -1.096
H7 -1.686 -1.683 -1.343
H8 -0.777 -0.753 -2.571
H9 0.056 -4.769 -1.948
H10 -1.197 -3.977 -0.981
H11 1.159 -2.016 0.960
H12 -0.568 -2.416 0.707
H13 2.375 -0.754 -0.682
H14 1.584 -0.221 -2.195
H15 1.281 -3.521 -3.589
H16 0.935 -1.804 -3.844
H17 2.830 -3.068 -0.344
H18 2.369 -4.248 -1.584
C14 0.721 1.912 -0.637
H19 0.465 2.958 -0.464
H20 0.657 1.685 -1.707
H21 1.742 1.703 -0.301

No. 8
The following is a quantum chemistry calculation of a molecular structure, C14H21N2O5Pd in a non-equilibrium geometry, from the OMol25 dataset.

## Properties
Spin multiplicity: 1
Total charge: +3
Relative energy (zero: lowest compared OMol25 entry of this formula, charge and spin): 0.0 kJ/mol
Molar mass: 403.751 g mol⁻¹
Frontier orbital gap (spin up / spin down): 5.9 / 5.7 eV
E_LUMO (spin up / spin down): -0.4816 / -0.4905 Eh

Positions of all 43 atoms, in Å:
Pd1 0.802 0.000 0.108
O1 1.128 -1.629 3.990
C1 0.956 -0.848 3.180
O2 0.850 0.029 2.384
C2 -1.304 -2.321 1.820
C3 -2.040 -1.220 1.085
C4 -3.297 -1.889 0.483
C5 -2.678 -2.774 -0.633
C6 -1.165 -2.489 -0.464
O3 -1.210 -1.066 -0.111
C7 -0.801 -3.115 0.859
C8 2.328 -2.745 0.628
O4 2.625 -3.692 1.180
O5 2.039 -1.753 0.047
H1 -1.650 -2.756 2.751
H2 -2.176 -0.258 1.567
H3 -3.836 -2.456 1.238
H4 -3.974 -1.141 0.076
H5 -2.904 -3.833 -0.540
H6 -2.992 -2.446 -1.622
H7 -0.538 -2.638 -1.337
H8 -0.667 -4.182 1.000
C9 -0.655 3.741 -1.399
C10 -0.315 2.234 -1.295
N1 0.141 1.914 0.090
C11 1.367 2.704 0.416
C12 1.059 4.218 0.311
N2 -0.386 4.370 -0.062
C13 -1.265 3.753 0.986
C14 -0.941 2.241 1.059
H9 -1.704 3.905 -1.641
H10 -0.043 4.248 -2.142
H11 0.484 1.977 -1.991
H12 -1.187 1.620 -1.515
H13 2.154 2.433 -0.290
H14 1.684 2.440 1.425
H15 1.659 4.704 -0.455
H16 1.220 4.729 1.258
H17 -0.602 5.370 -0.124
H18 -2.299 3.934 0.701
H19 -1.070 4.259 1.930
H20 -1.813 1.648 0.797
H21 -0.606 1.961 2.054

No. 9
The following is a quantum chemistry calculation of 7 unconnected molecules or ions with the total composition C14H21N7 in a non-equilibrium geometry, from the OMol25 dataset.

## Properties
Spin multiplicity: 1
SMILES: CC#N.CC#N.CC#N.CC#N.CC#N.CC#N.CC#N
Relative energy (zero: lowest compared OMol25 entry of this formula, charge and spin): 17.4 kJ/mol
Molar mass: 287.371 g mol⁻¹
Frontier orbital gap: 11.7 eV
E_LUMO: 0.0144 Eh

Positions of all 42 atoms, in Å:
C1 0.111 3.735 1.003
C2 -0.624 4.372 2.082
N1 -1.162 4.893 2.954
H1 0.384 2.728 1.304
H2 1.040 4.291 0.854
H3 -0.339 3.712 0.013
C3 -3.158 4.853 -1.735
C4 -2.466 3.565 -1.823
N2 -1.905 2.566 -1.861
H4 -3.023 5.251 -0.734
H5 -4.188 4.702 -2.047
H6 -2.653 5.510 -2.446
C5 3.872 -0.588 0.460
C6 4.918 -1.589 0.632
N3 5.724 -2.390 0.814
H7 4.244 0.204 -0.182
H8 3.503 -0.161 1.387
H9 3.044 -1.136 0.010
C7 3.229 -3.834 -3.198
C8 2.173 -2.881 -2.875
N4 1.395 -2.088 -2.599
H10 2.949 -4.651 -3.857
H11 3.479 -4.348 -2.263
H12 4.160 -3.387 -3.538
C9 -0.661 -0.252 -0.562
C10 0.548 0.494 -0.316
N5 1.524 1.067 -0.123
H13 -0.563 -1.187 -0.010
H14 -0.789 -0.507 -1.613
H15 -1.533 0.335 -0.283
C11 -4.777 1.504 3.490
C12 -4.035 0.764 2.454
N6 -3.478 0.185 1.633
H16 -5.017 2.505 3.135
H17 -4.151 1.556 4.375
H18 -5.740 1.049 3.707
C13 0.400 -4.884 0.623
C14 1.151 -5.671 -0.350
N7 1.732 -6.300 -1.103
H19 0.081 -3.948 0.160
H20 1.034 -4.554 1.446
H21 -0.429 -5.487 0.982

No. 10
The following is a quantum chemistry calculation of 7 unconnected molecules or ions with the total composition C14H21N7 in a non-equilibrium geometry, from the OMol25 dataset.

## Properties
Spin multiplicity: 1
SMILES: CC#N.CC#N.CC#N.CC#N.CC#N.CC#N.CC#N
Relative energy (zero: lowest compared OMol25 entry of this formula, charge and spin): 24.2 kJ/mol
Molar mass: 287.371 g mol⁻¹
Frontier orbital gap: 11.5 eV
E_LUMO: 0.0070 Eh

Positions of all 42 atoms, in Å:
C1 -6.695 28.405 -17.417
C2 -6.093 29.046 -18.573
N1 -5.585 29.564 -19.521
H1 -7.505 27.775 -17.776
H2 -7.022 29.168 -16.718
H3 -5.985 27.798 -16.862
C3 -3.992 28.836 -22.188
C4 -4.180 27.601 -22.949
N2 -4.364 26.645 -23.545
H4 -3.615 28.554 -21.202
H5 -4.940 29.329 -22.020
H6 -3.221 29.439 -22.659
C5 -7.514 28.805 -13.501
C6 -6.279 29.255 -14.119
N3 -5.289 29.633 -14.578
H7 -8.332 28.720 -14.216
H8 -7.838 29.546 -12.766
H9 -7.427 27.854 -12.989
C7 -10.047 30.394 -20.094
C8 -11.497 30.386 -20.068
N4 -12.651 30.390 -20.077
H10 -9.669 31.415 -20.152
H11 -9.682 29.830 -20.943
H12 -9.680 29.983 -19.163
C9 -7.553 25.966 -22.511
C10 -8.292 26.691 -21.473
N5 -8.890 27.272 -20.685
H13 -8.328 25.601 -23.186
H14 -7.066 25.135 -22.008
H15 -6.869 26.604 -23.052
C11 -5.301 24.874 -12.902
C12 -5.999 25.553 -13.973
N6 -6.550 26.063 -14.845
H16 -5.844 24.003 -12.527
H17 -5.116 25.504 -12.038
H18 -4.372 24.467 -13.304
C13 -5.026 33.075 -20.264
C14 -5.003 32.963 -21.715
N7 -4.996 32.876 -22.839
H19 -4.013 32.927 -19.897
H20 -5.652 32.263 -19.898
H21 -5.405 34.040 -19.947

Question: What is the spin multiplicity in the ninth record?
Answer: 1